No. 1
Formula: CH2INO2
Source: the OMol25 dataset
Level of theory: ωB97M-V/def2-TZVPD

Geometry as XYZ:
```
7
Properties=species:S:1:pos:R:3:forces:R:3
C -0.054655 -0.775708 0.712863 2.3 -2.5 1.1
N -0.359276 -0.204422 -0.330174 1.1 2.4 0.8
O 0.331877 -1.562565 1.579955 -2.2 3.6 -3.4
O -0.266862 -2.349221 -1.749926 -4.4 -1.9 -5.0
I 0.822688 -3.951501 -1.832283 1.3 -1.2 0.3
H 0.025493 0.747589 -0.765936 -1.2 -3.1 1.8
H -1.075691 -2.825576 -2.732844 3.2 2.7 4.4
```
Positions in Å, forces in eV/Å.

Its molar mass is 186.9 g mol⁻¹. For the relative energy (zero: lowest compared OMol25 entry of this formula, charge and spin), the calculation gives 77.3 kcal per mole. For the max |F|, the calculation gives 6.912 eV Å⁻¹. The HOMO-LUMO gap comes out at 8.47 eV. The value obtained for the total energy is -542.10336 hartree. The value obtained for the HOMO energy is -0.34060 hartree.

---

No. 2
Formula: CH2INO2S
Source: the OMol25 dataset
Level of theory: ωB97M-V/def2-TZVPD

Geometry as XYZ:
```
8
Properties=species:S:1:pos:R:3:forces:R:3
C -0.036222 -1.393649 -1.509871 -1.1 2.7 1.8
N -0.271919 -0.441073 -0.633118 -0.2 1.7 -1.4
O -0.060900 -0.283711 0.671821 0.4 -2.1 0.0
O 0.932708 1.174343 2.646639 0.8 -0.6 0.9
S -0.345959 1.247876 2.028014 -0.5 -1.0 -2.2
I -0.170701 3.115464 0.597285 -0.3 0.4 -0.6
H -0.294754 -1.020472 -2.558829 0.4 -1.1 1.6
H 0.247746 -2.398777 -1.241943 0.4 -0.3 -0.1
```
Positions in Å, forces in eV/Å.

Its molar mass is 219.0 g mol⁻¹. For the relative energy (zero: lowest compared OMol25 entry of this formula, charge and spin), the calculation gives 38.6 kcal per mole. For the max |F|, the calculation gives 3.483 eV Å⁻¹. The HOMO-LUMO gap (spin up / spin down) comes out at 7.39 / 7.40 eV. The value obtained for the total energy is -940.25458 hartree. The value obtained for the HOMO energy (spin up / spin down) is -0.32070 / -0.32115 hartree.

---

No. 3
Formula: CH2INO3S
Source: the OMol25 dataset
Level of theory: ωB97M-V/def2-TZVPD

Geometry as XYZ:
```
9
Properties=species:S:1:pos:R:3:forces:R:3
C -0.942376 -0.263128 0.002929 4.1 -1.0 0.6
N 1.177713 0.270889 -3.027527 2.4 -2.7 0.3
O 2.062598 -0.477880 -3.104701 -2.2 2.4 -0.2
O 0.808814 -2.171195 -0.993003 -0.7 2.3 -0.6
O -1.275372 -1.611905 -2.121639 -2.7 -0.8 -2.4
S -0.147808 -1.124964 -1.443545 2.3 -1.0 2.5
I -1.199637 -1.757224 1.479493 -0.1 0.6 0.2
H -1.773533 0.183046 -0.316381 -4.0 0.7 -1.5
H -0.363911 0.644814 0.188514 0.8 -0.6 1.0
```
Positions in Å, forces in eV/Å.

Its molar mass is 235.0 g mol⁻¹. For the relative energy (zero: lowest compared OMol25 entry of this formula, charge and spin), the calculation gives 62.5 kcal per mole. For the max |F|, the calculation gives 4.308 eV Å⁻¹. The HOMO-LUMO gap (spin up / spin down) comes out at 8.09 / 7.69 eV. The value obtained for the total energy is -1015.49368 hartree. The value obtained for the HOMO energy (spin up / spin down) is -0.34082 / -0.35151 hartree.

---

No. 4
Formula: CH2INS
Source: the OMol25 dataset
Level of theory: ωB97M-V/def2-TZVPD

Geometry as XYZ:
```
6
Properties=species:S:1:pos:R:3:forces:R:3
C -2.338849 0.245251 0.916744 -0.7 0.3 -0.3
N 1.059450 -0.095154 -0.528199 -0.3 0.9 0.7
S -2.352568 0.784160 -0.521992 -0.1 0.0 0.1
I 0.292753 -0.739077 1.275848 1.0 -0.3 0.0
H 1.621984 -0.848424 -0.860969 0.4 -0.7 -0.3
H 1.717229 0.653244 -0.281432 -0.3 -0.3 -0.1
```
Positions in Å, forces in eV/Å.

Its molar mass is 187.0 g mol⁻¹. For the relative energy (zero: lowest compared OMol25 entry of this formula, charge and spin), the calculation gives 60.1 kcal per mole. For the max |F|, the calculation gives 1.177 eV Å⁻¹. The HOMO-LUMO gap comes out at 8.48 eV. The value obtained for the total energy is -789.82323 hartree. The value obtained for the HOMO energy is -0.32054 hartree.

---

No. 5
Formula: CH2INS2
Source: the OMol25 dataset
Level of theory: ωB97M-V/def2-TZVPD

Geometry as XYZ:
```
7
Properties=species:S:1:pos:R:3:forces:R:3
C -0.575329 -0.322085 -0.531731 3.9 -0.2 -0.4
N 0.916319 0.849345 0.368678 -1.6 -1.4 0.1
S -0.105930 -1.391019 -1.638495 -1.1 1.5 1.5
S -1.586561 0.223714 0.667289 -0.8 -1.0 0.0
I 2.642108 -0.211597 0.701831 -0.7 0.3 -0.5
H 1.144169 1.708939 -0.112019 0.2 0.0 -0.7
H -2.434775 -0.857298 0.544447 0.0 0.8 -0.1
```
Positions in Å, forces in eV/Å.

Its molar mass is 219.1 g mol⁻¹. For the relative energy (zero: lowest compared OMol25 entry of this formula, charge and spin), the calculation gives 40.3 kcal per mole. For the max |F|, the calculation gives 3.877 eV Å⁻¹. The HOMO-LUMO gap (spin up / spin down) comes out at 7.25 / 7.25 eV. The value obtained for the total energy is -1187.99379 hartree. The value obtained for the HOMO energy (spin up / spin down) is -0.30239 / -0.30247 hartree.

---

No. 6
Formula: CH2IO3S
Source: the OMol25 dataset
Level of theory: ωB97M-V/def2-TZVPD

Geometry as XYZ:
```
8
Properties=species:S:1:pos:R:3:forces:R:3
C -1.473521 -0.584336 0.494553 -0.9 -0.1 -0.6
O 2.634025 -0.312903 0.300505 1.7 -1.9 1.2
O 1.993768 0.874260 -1.704999 0.2 0.3 -0.4
O 0.544491 0.885482 0.272367 -0.3 0.6 0.3
S 1.927018 0.802519 -0.242503 -1.4 1.1 -1.0
I -3.215136 0.181872 -0.610368 1.3 -0.6 1.0
H -0.868217 -1.281951 -0.106234 -0.5 0.6 0.6
H -1.542430 -0.564945 1.596680 0.0 0.0 -1.0
```
Positions in Å, forces in eV/Å.

Its molar mass is 221.0 g mol⁻¹. For the relative energy (zero: lowest compared OMol25 entry of this formula, charge and spin), the calculation gives 76.6 kcal per mole. For the max |F|, the calculation gives 2.813 eV Å⁻¹. The HOMO-LUMO gap (spin up / spin down) comes out at 6.47 / 7.43 eV. The value obtained for the total energy is -960.86218 hartree. The value obtained for the HOMO energy (spin up / spin down) is -0.13808 / -0.17369 hartree. The net charge is -1.

---

No. 7
Formula: CH2IOP
Source: the OMol25 dataset
Level of theory: ωB97M-V/def2-TZVPD

Geometry as XYZ:
```
6
Properties=species:S:1:pos:R:3:forces:R:3
C 0.588243 -1.045383 -0.601004 -1.7 -0.7 -1.2
O 0.933866 -1.960756 0.069387 1.1 -1.5 1.1
P 1.549871 0.489696 -0.961931 -1.8 0.5 0.5
I 3.611260 0.017925 0.008710 0.5 -0.3 0.4
H -0.411276 -1.242696 -1.170619 1.1 1.2 0.3
H -0.108492 0.166786 0.811355 0.8 0.7 -1.0
```
Positions in Å, forces in eV/Å.

Its molar mass is 187.9 g mol⁻¹. For the relative energy (zero: lowest compared OMol25 entry of this formula, charge and spin), the calculation gives 77.0 kcal per mole. For the max |F|, the calculation gives 2.228 eV Å⁻¹. The HOMO-LUMO gap (spin up / spin down) comes out at 7.34 / 7.52 eV. The value obtained for the total energy is -753.44998 hartree. The value obtained for the HOMO energy (spin up / spin down) is -0.34440 / -0.33092 hartree.

---

No. 8
Formula: CH2IOP
Source: the OMol25 dataset
Level of theory: ωB97M-V/def2-TZVPD

Geometry as XYZ:
```
6
Properties=species:S:1:pos:R:3:forces:R:3
C 1.155167 -1.341239 -0.726670 0.2 -0.1 -0.5
O 0.592690 -1.276876 0.323400 -0.2 0.0 0.4
P -2.712752 1.639162 1.053707 0.1 0.3 0.1
I -1.905270 3.730180 1.853003 -0.1 -0.3 -0.1
H 1.499641 -2.296331 -1.159563 0.0 -0.1 0.1
H 1.370525 -0.454897 -1.343878 0.0 0.2 0.0
```
Positions in Å, forces in eV/Å.

Its molar mass is 187.9 g mol⁻¹. For the relative energy (zero: lowest compared OMol25 entry of this formula, charge and spin), the calculation gives 50.2 kcal per mole. For the max |F|, the calculation gives 0.521 eV Å⁻¹. The HOMO-LUMO gap (spin up / spin down) comes out at 6.73 / 6.72 eV. The value obtained for the total energy is -753.49270 hartree. The value obtained for the HOMO energy (spin up / spin down) is -0.30113 / -0.30098 hartree.